The following is a quantum chemistry calculation of a structure of composition C38H31BrFeN8O2S3, from OMol25.

Last column: Löwdin spin population.
Cartesian coordinates (Å):
Fe: -0.0936 -0.4689 -1.3688  0.013
S: -2.1651 -3.6612 -3.5860  0.001
C: -3.4069 -2.6476 -2.9961  0.000
C: -2.9233 -1.5772 -2.3021  0.000
C: -1.4928 -1.5231 -2.2188  0.000
C: -0.9797 -2.6188 -2.8770  0.000
C: 0.4534 -2.8028 -2.9220  0.000
C: 1.1331 -3.8723 -3.4940  0.000
C: 2.5142 -3.8850 -3.4451  0.000
C: 3.1767 -2.8383 -2.8170  0.000
C: 2.4268 -1.8122 -2.2708  0.000
N: 1.0976 -1.7780 -2.3381  0.000
H: -4.4376 -2.8947 -3.2050  0.000
H: -3.5881 -0.8400 -1.8687  0.000
H: 0.5781 -4.6785 -3.9558  0.000
H: 3.0684 -4.7050 -3.8830  0.000
H: 4.2541 -2.8182 -2.7364  0.000
H: 2.8930 -0.9894 -1.7472  0.000
N: -2.1724 -1.2830 2.7527  0.152
C: -1.7450 -2.4318 3.4033  0.069
C: -1.7655 -2.4852 4.7969  0.003
C: -1.3056 -3.6112 5.4384  0.049
C: -0.8102 -4.7031 4.7106  0.027
C: -0.7908 -4.6646 3.3386  0.016
C: -1.2699 -3.5292 2.6699  0.078
S: -1.2801 -3.4863 0.9515  0.363
N: -1.7501 -2.0060 0.5738  0.139
C: -2.0896 -1.0878 1.4149  0.046
C: -2.4746 0.2357 0.8498  -0.001
C: -3.4149 1.0253 1.4866  0.003
C: -3.8543 2.1851 0.8574  -0.001
C: -3.3602 2.4770 -0.3950  0.003
C: -2.4001 1.6340 -0.9481  -0.001
N: -1.9233 0.5609 -0.3302  0.002
H: -2.3509 -0.4805 3.3395  0.004
H: -2.1283 -1.6355 5.3624  -0.001
H: -1.3178 -3.6480 6.5196  0.002
H: -0.4433 -5.5773 5.2304  0.001
H: -0.4088 -5.4996 2.7642  -0.001
H: -3.8595 0.7323 2.4285  0.000
H: -4.5928 2.8183 1.3308  0.000
H: -3.6933 3.3444 -0.9478  0.000
H: -1.9966 1.8222 -1.9317  0.000
Br: -0.8397 2.2546 5.7964  0.000
C: -0.0969 1.1676 4.4323  0.000
C: -0.1972 1.5774 3.1127  0.002
C: 0.2751 0.7370 2.1122  -0.001
C: 0.8695 -0.4825 2.4179  0.000
C: 1.0079 -0.8436 3.7556  0.001
C: 0.5134 -0.0327 4.7677  0.000
C: 1.3637 -1.4322 1.3277  0.002
O: 2.3321 -2.1360 1.5926  0.000
O: 0.6963 -1.4371 0.2411  0.028
H: -0.6510 2.5313 2.8727  0.000
H: 0.1865 1.0285 1.0758  0.000
H: 1.5132 -1.7735 3.9875  0.000
H: 0.6000 -0.3252 5.8058  0.000
C: 3.4648 2.5227 1.5984  0.000
N: 3.4800 2.2980 0.1549  0.000
C: 4.1092 3.3174 -0.6882  0.000
C: 2.5365 1.5544 -0.3939  0.000
N: 1.7601 0.8701 -0.9091  0.001
H: 4.4755 2.7787 1.9111  0.000
H: 3.1621 1.6112 2.1076  0.000
H: 2.7900 3.3382 1.8743  0.000
H: 5.1168 3.4951 -0.3169  0.000
H: 3.5466 4.2545 -0.6739  0.000
H: 4.1693 2.9530 -1.7108  0.000
N: -0.2770 -0.2264 -4.8244  0.000
C: 0.0133 0.9526 -4.2641  0.000
N: -0.0690 1.2092 -2.9835  0.000
C: 0.1779 2.5710 -2.7546  0.000
C: 0.1624 3.2247 -1.5209  0.000
C: 0.4317 4.5809 -1.4602  0.000
C: 0.7266 5.3107 -2.6118  0.000
C: 0.7558 4.6811 -3.8436  0.000
C: 0.4802 3.3217 -3.8960  0.000
S: 0.4462 2.2951 -5.2991  0.000
H: -0.5497 -0.9969 -4.2250  0.000
H: -0.0733 -0.4026 -5.7907  0.000
H: -0.0457 2.6649 -0.6214  0.000
H: 0.4138 5.0845 -0.5011  0.000
H: 0.9298 6.3712 -2.5455  0.000
H: 0.9826 5.2363 -4.7445  0.000

Results
molecular weight: 863.67 g/mol
HOMO level (alpha / beta): -9.63 / -9.60 eV
energy relative to the best compared isomer or geometry (same formula, charge and spin): 84.8 kJ/mol
2S+1: 2
orbital gap (alpha / beta): 6.41 / 4.49 eV
E_LUMO (alpha / beta): -3.23 / -5.11 eV
expectation value of S²: 0.76
total charge: +1

***

The following is a quantum chemistry calculation of a structure of composition C38H31CrIN8O4, from OMol25.

Last column: Löwdin spin population.
Cartesian coordinates (Å):
Cr: -1.0902 0.0609 -0.0766  1.019
C: -0.0893 -3.8641 -2.1746  0.000
C: 1.0468 -2.8949 -1.9873  0.001
N: 2.2661 -3.2607 -2.3566  -0.001
C: 3.2797 -2.4068 -2.1654  0.005
C: 3.1284 -1.1585 -1.6053  0.000
C: 4.3538 -0.3548 -1.3120  0.000
O: 4.6341 -0.4963 0.0951  0.000
C: 1.8427 -0.7511 -1.2279  0.004
C: 1.5960 0.6260 -0.6335  -0.003
N: 0.2617 1.1222 -0.9407  -0.055
C: 0.1491 2.0586 -1.9779  -0.002
C: 1.2439 2.6572 -2.6263  -0.007
C: 1.0808 3.5864 -3.6414  0.001
C: -0.1795 3.9743 -4.0738  -0.007
C: -1.2823 3.4078 -3.4631  0.001
C: -1.0955 2.4843 -2.4514  -0.007
I: -2.7961 1.6184 -1.6112  0.002
C: 0.7843 -1.6314 -1.4237  0.000
O: -0.4961 -1.3541 -1.1226  0.029
H: 0.3100 -4.8747 -2.2377  0.000
H: -0.6408 -3.6505 -3.0946  0.000
H: -0.8018 -3.7931 -1.3494  0.000
H: 4.2644 -2.7446 -2.4757  0.000
H: 4.2235 0.7015 -1.5657  0.000
H: 5.1800 -0.7361 -1.9104  0.000
H: 5.4108 0.0326 0.3027  0.000
H: 2.3659 1.3007 -0.9732  -0.001
H: 2.2565 2.4049 -2.3425  0.000
H: 1.9639 4.0114 -4.1026  0.000
H: -0.3032 4.6931 -4.8740  0.000
H: -2.2843 3.6802 -3.7702  0.000
C: -2.3718 -0.3059 2.8058  0.001
N: -2.7096 -0.7356 1.4513  -0.002
C: -3.1139 -2.1413 1.3910  0.000
C: -3.4145 -2.4337 -0.0371  0.001
N: -3.3046 -1.5157 -0.9403  0.003
C: -3.5893 -2.1547 -2.1504  0.000
C: -3.5585 -1.6602 -3.4520  0.000
C: -3.8524 -2.5383 -4.4770  0.000
C: -4.1702 -3.8834 -4.2209  0.000
C: -4.1990 -4.3880 -2.9345  0.000
C: -3.8974 -3.4935 -1.9125  0.000
N: -3.7917 -3.6444 -0.5325  0.000
C: -1.6635 0.9903 2.6737  0.008
N: -1.3860 1.5156 1.5043  0.002
C: -0.6639 2.6982 1.7841  0.001
C: -0.1374 3.6722 0.9374  0.000
C: 0.5458 4.7211 1.5213  0.000
C: 0.6962 4.8201 2.9146  0.000
C: 0.1512 3.8781 3.7639  0.000
C: -0.5300 2.8255 3.1617  0.000
N: -1.1951 1.7212 3.6948  0.005
H: -1.7148 -1.0423 3.2647  0.000
H: -3.2493 -0.1956 3.4460  0.000
H: -3.4750 -0.1635 1.1162  0.000
H: -3.9749 -2.3652 2.0207  0.000
H: -2.2740 -2.7420 1.7426  0.000
H: -3.2974 -0.6262 -3.6438  0.000
H: -3.8302 -2.1912 -5.5025  0.000
H: -4.3955 -4.5422 -5.0515  0.000
H: -4.4374 -5.4278 -2.7406  0.000
H: -3.9442 -4.4873 -0.0099  0.000
H: -0.2588 3.6121 -0.1350  0.000
H: 0.9723 5.4912 0.8885  0.000
H: 1.2436 5.6569 3.3325  0.000
H: 0.2487 3.9604 4.8408  0.000
H: -1.2829 1.4930 4.6692  0.000
O: 0.1365 -0.7598 1.3950  -0.003
C: 1.2059 -0.2172 1.6600  0.003
N: 1.8285 0.6241 0.8219  0.000
C: 2.9196 1.2711 1.4726  0.000
O: 3.5831 2.1299 0.9874  0.000
C: 2.9750 0.6672 2.8475  0.000
C: 3.8659 0.8691 3.8727  0.000
C: 3.7018 0.0956 5.0217  0.000
C: 2.6765 -0.8398 5.1168  0.000
C: 1.7758 -1.0241 4.0695  0.000
C: 1.9503 -0.2513 2.9472  0.000
H: 4.6631 1.5981 3.7797  0.000
H: 4.3882 0.2141 5.8510  0.000
H: 2.5887 -1.4423 6.0126  0.000
H: 0.9832 -1.7611 4.1289  0.000

Results
molecular weight: 842.62 g/mol
HOMO level (alpha / beta): -10.10 / -10.22 eV
2S+1: 2
orbital gap (alpha / beta): 6.86 / 7.10 eV
E_LUMO (alpha / beta): -3.23 / -3.12 eV
expectation value of S²: 0.77
total charge: +1

***

The following is a quantum chemistry calculation of a structure of composition C38H31N8O7RuS3Se, from OMol25.

Last column: Löwdin charge in e.
Cartesian coordinates (Å):
Ru: -2.1057 0.3055 1.2620  1.155
O: 2.1929 -0.0845 1.7217  -0.343
S: 1.0245 -0.6091 2.4233  0.604
O: 1.2917 -1.0710 3.7565  -0.285
N: -0.2235 0.4224 2.3989  -0.212
C: -0.1299 1.5889 3.1646  -0.273
C: 0.9725 2.0474 3.8680  -0.010
C: 0.9351 3.2741 4.5550  -0.056
C: -0.1776 4.0656 4.5519  -0.037
C: -1.3319 3.6275 3.8760  -0.146
C: -2.5289 4.3712 3.8087  0.016
C: -3.6033 3.8779 3.1231  -0.029
C: -3.5113 2.6117 2.5326  -0.102
N: -2.4143 1.8903 2.5887  -0.038
C: -1.3055 2.3829 3.2075  -0.160
C: 0.4455 -1.9805 1.4612  -0.278
C: -0.1959 -1.8022 0.2414  -0.115
C: -0.5796 -2.9153 -0.4908  -0.080
C: -0.2958 -4.1896 -0.0154  -0.065
C: 0.3683 -4.3573 1.1929  -0.053
C: 0.7427 -3.2480 1.9389  -0.041
H: 1.8778 1.4596 3.8796  0.101
H: 1.8192 3.5993 5.0885  0.114
H: -0.1869 5.0250 5.0546  0.117
H: -2.5786 5.3349 4.3014  0.127
H: -4.5192 4.4447 3.0334  0.114
H: -4.3475 2.1760 2.0041  0.116
H: -0.3428 -0.8034 -0.1506  0.064
H: -1.0887 -2.7905 -1.4410  0.109
H: -0.5774 -5.0584 -0.5985  0.111
H: 0.5994 -5.3510 1.5537  0.113
H: 1.2555 -3.3456 2.8882  0.119
S: -5.5261 -6.3206 1.2649  1.054
N: -4.8610 -5.4843 2.4699  -0.202
C: -4.4352 -4.3487 1.9571  -0.299
C: -3.7685 -3.2901 2.6867  -0.073
C: -3.5189 -3.3123 4.0576  0.028
C: -2.8876 -2.2347 4.6317  -0.004
C: -2.4952 -1.1682 3.8317  -0.073
N: -2.7189 -1.1382 2.5215  -0.032
C: -3.3638 -2.1782 1.9458  -0.130
C: -3.6226 -2.0605 0.5248  -0.145
N: -3.1864 -0.9279 -0.0805  -0.009
C: -3.4421 -0.7491 -1.3761  -0.074
C: -4.1220 -1.6930 -2.1379  -0.009
C: -4.5420 -2.8599 -1.5444  0.036
C: -4.2936 -3.0554 -0.1853  -0.077
C: -4.6910 -4.2335 0.5571  -0.302
N: -5.3016 -5.2852 0.0513  -0.205
H: -3.8213 -4.1707 4.6447  0.129
H: -2.6867 -2.2046 5.6936  0.123
H: -1.9799 -0.3145 4.2477  0.115
H: -3.0835 0.1693 -1.8233  0.080
H: -4.3122 -1.4933 -3.1837  0.122
H: -5.0691 -3.6235 -2.1035  0.131
O: 0.3902 2.6728 -1.6138  -0.656
Se: -1.4162 2.6500 -1.4933  0.875
O: -1.7721 4.1823 -1.6242  -0.364
O: -1.7153 2.0239 -0.0109  -0.560
O: -1.8883 1.6632 -2.6637  -0.426
C: 2.3570 1.6588 -5.6540  -0.089
C: 1.2056 1.7471 -4.6524  -0.222
C: 1.2567 0.6466 -3.5997  -0.162
N: 2.4168 0.7539 -2.7089  0.099
C: 2.4915 1.0902 -1.4434  -0.489
S: 1.1984 1.8078 -0.4832  1.088
N: 3.6327 0.8950 -0.7494  0.121
C: 4.8394 0.2310 -1.1827  -0.362
O: 5.2492 -0.6727 -0.5158  0.170
C: 5.5261 0.7702 -2.3796  -0.170
C: 5.3000 2.0657 -2.8510  -0.041
C: 6.0158 2.5391 -3.9379  -0.065
C: 6.9609 1.7285 -4.5534  -0.051
C: 7.2085 0.4491 -4.0701  -0.049
C: 6.4995 -0.0269 -2.9823  -0.001
H: 2.2120 2.3763 -6.4615  0.080
H: 2.4143 0.6618 -6.1006  0.081
H: 3.3192 1.8813 -5.1844  0.054
H: 0.2496 1.6501 -5.1674  0.120
H: 1.2074 2.7189 -4.1583  0.110
H: 1.3481 -0.3198 -4.1004  0.135
H: 0.3461 0.6379 -3.0165  0.085
H: 3.3002 0.5284 -3.1471  0.136
H: 3.5016 0.8911 0.2597  0.119
H: 4.5864 2.7147 -2.3576  0.122
H: 5.8453 3.5456 -4.2976  0.115
H: 7.5102 2.1005 -5.4094  0.115
H: 7.9650 -0.1679 -4.5365  0.114
H: 6.6862 -1.0160 -2.5842  0.127

Results
molecular weight: 987.95 g/mol
HOMO level (alpha / beta): -9.83 / -9.83 eV
energy relative to the best compared isomer or geometry (same formula, charge and spin): 136.1 kJ/mol
orbital gap (alpha / beta): 6.38 / 6.38 eV
E_LUMO (alpha / beta): -3.46 / -3.46 eV
total charge: +1